Density functional theory data (wB97M-V/def2-TZVPD) for the molecule C4H6N2O2.

XYZ file:
```
14
Properties=species:S:1:pos:R:3:nbo_charge:R:1
O 0.550 2.946 1.183 -0.63
C -0.705 2.518 1.379 0.47
N -0.780 1.120 1.059 -0.65
C 0.561 0.541 0.459 -0.07
C 0.735 -0.441 -0.317 -0.09
N 0.001 -1.709 -0.346 -0.67
C 0.260 -2.580 -1.683 0.55
O 1.230 -2.331 -2.419 -0.52
H -1.429 3.012 2.129 0.19
H -1.638 0.539 1.084 0.40
H 1.260 1.490 0.248 0.28
H 1.686 -0.289 -0.895 0.25
H -1.231 -1.468 -0.318 0.36
H -0.500 -3.348 -1.563 0.15
```

## Properties
energy above the lowest of the compared OMol25 structures with the same formula, charge and spin: 122.7 kcal per mole
E_tot: -11315.7208 eV
orbital gap: 9.25 eV
2S+1: 1